{
  "formula": "C4H8N2S",
  "method": "ωB97M-V with the def2-TZVPD basis set",
  "homo_energy_ev": -7.94,
  "smiles": "CN(C)/C=N/C=S",
  "e_above_lowest_kj_mol": 155.79,
  "multiplicity": 1,
  "largest_force_ev_per_a": 2.874,
  "elements": ["C", "C", "C", "C", "H", "H", "H", "H", "H", "H", "H", "H", "N", "N", "S"],
  "positions_angstrom": [[-1.818, -0.743, 0.001], [-0.875, 1.501, 0.015], [0.559, -0.454, -0.029], [2.815, -0.428, -0.012], [-1.532, -1.818, -0.114], [-2.444, -0.543, -0.883], [-2.497, -0.634, 0.863], [0.112, 1.946, -0.037], [-1.406, 1.836, 0.918], [-1.414, 1.817, -0.885], [0.521, -1.513, 0.049], [2.662, -1.504, 0.165], [-0.654, 0.056, -0.001], [1.676, 0.259, -0.049], [4.293, 0.222, -0.003]],
  "forces_ev_per_a": [[-1.180, -2.056, -0.772], [0.462, 0.130, -0.335], [1.544, 1.214, 0.410], [0.475, -0.982, 0.797], [-0.252, 0.788, 0.365], [0.207, 0.184, 0.115], [0.627, 0.144, 0.014], [0.014, 0.252, 0.195], [0.127, -0.288, -0.260], [-0.127, -0.175, 0.224], [0.451, -1.211, -0.137], [0.410, -0.132, -0.293], [-0.375, 1.779, 0.299], [-2.820, 0.340, -0.438], [0.437, 0.015, -0.184]]
}